Density functional theory data (the ωB97M-V functional and the def2-TZVPD basis) for the ion C7H11N2 with charge +1 at a distorted geometry.

Bonds (Å) are listed after each position.
Atoms and positions in Å:
1 C 1.16628 2.76881 0.16722  C2 1.399, C3 1.331, H10 1.113
2 C 2.00741 1.83628 -0.44844  C1 1.399, C4 1.335, H11 1.000
3 C 0.13984 2.06156 0.63272  C1 1.331, N8 1.338, H12 1.083
4 C 1.47069 0.62322 -0.29779  C2 1.335, N8 1.388, H13 1.102
5 C -0.28074 -1.74791 0.82576  C6 1.455, C7 1.531, H14 1.052, H15 1.142
6 C -1.13716 -2.24555 -0.23961  C5 1.455, N9 1.477, H16 1.134, H17 1.095
7 C -0.71803 -0.32603 0.46554  C5 1.531, N8 1.455, N9 1.520, H18 1.009
8 N 0.22410 0.76975 0.29487  C3 1.338, C4 1.388, C7 1.455
9 N -1.15280 -0.90929 -0.86905  C6 1.477, C7 1.520, H19 1.028, H20 1.118
10 H 1.27187 3.87457 0.23218  C1 1.113
11 H 2.82216 2.11102 -0.95980  C2 1.000
12 H -0.67131 2.36383 1.28299  C3 1.083
13 H 1.60656 -0.33133 -0.83134  C4 1.102
14 H -0.61612 -1.83052 1.81924  C5 1.052
15 H 0.84498 -1.93605 0.84659  C5 1.142
16 H -0.78544 -3.00954 -0.99984  C6 1.134
17 H -2.17163 -2.53846 -0.03126  C6 1.095
18 H -1.55070 -0.06199 0.97096  C7 1.009
19 H -0.35293 -0.86603 -1.51399  N9 1.028
20 H -2.11704 -0.60634 -1.34696  N9 1.118

structure (SMILES)	c1ccn([C@@H]2CC[NH2+]2)c1
total charge	+1
energy above the lowest of the compared OMol25 structures with the same formula, charge and spin	71.0	kcal per mole
F_max	0.09524	Eh/bohr
frontier orbital gap	0.3190	Ha
DFT total energy	-10408.639	eV